w:
Entry from OMol25: a cluster of 6 separate species, CH13O5S in total (ωB97M-V with the def2-TZVPD basis set).

Geometry as ORCA input:
```
! RIJCOSX wB97M-V def2-TZVPD def2/J DEFGRID3
* xyz -1 1
C 2.27 0.65 1.13
S 1.48 0.96 -0.58
H 1.94 -0.30 1.55
H 1.81 1.41 1.76
H 3.33 0.89 1.06
H -0.28 1.53 0.78
H -0.92 2.12 2.08
O -1.16 1.81 1.13
H -3.73 0.50 -0.28
H -3.75 -0.41 0.91
O -4.32 0.21 0.43
H 1.93 -1.53 -2.60
H 3.04 -0.44 -2.37
O 2.82 -1.28 -2.85
H -1.56 -0.24 0.88
H -1.15 -1.47 0.14
O -1.82 -1.19 0.82
H 0.73 -0.74 -1.11
H -0.69 -1.00 -1.67
O 0.03 -1.49 -1.23
*
```

molar mass: 137.18 g/mol
gap between HOMO and LUMO: 7.74 eV


x:
Entry from OMol25: a cluster of 6 separate species, CH13O5S in total (ωB97M-V with the def2-TZVPD basis set).

Geometry as ORCA input:
```
! RIJCOSX wB97M-V def2-TZVPD def2/J DEFGRID3
* xyz -1 1
C 0.29 -2.02 0.96
S 1.40 -1.30 -0.30
H 0.73 -2.85 1.53
H -0.16 -1.37 1.72
H -0.51 -2.51 0.41
H -0.17 -1.68 -1.88
H -0.53 -1.85 -3.31
O -0.96 -1.75 -2.45
H -2.00 0.06 -0.17
H -1.85 1.16 0.86
O -2.47 0.46 0.58
H 1.75 0.34 2.19
H 1.45 0.44 0.73
O 1.38 1.01 1.59
H 0.13 2.37 1.23
H -0.65 2.75 0.00
O -0.71 2.82 0.96
H 0.50 0.80 -1.88
H 1.48 1.41 -1.03
O 0.89 1.70 -1.74
*
```

molar mass: 137.18 g/mol
gap between HOMO and LUMO: 7.70 eV


y:
Entry from OMol25: a cluster of 6 separate species, CH13O5S in total (ωB97M-V with the def2-TZVPD basis set).

Geometry as ORCA input:
```
! RIJCOSX wB97M-V def2-TZVPD def2/J DEFGRID3
* xyz -1 1
C -0.68 -0.71 2.38
S -0.25 1.04 1.88
H -0.88 -0.55 3.44
H 0.07 -1.46 2.16
H -1.59 -1.10 1.93
H -2.09 1.03 0.03
H -1.84 1.39 -1.34
O -2.60 1.11 -0.82
H -1.74 -1.10 -1.03
H -0.34 -1.63 -1.23
O -1.26 -1.92 -1.21
H 2.82 -0.81 0.97
H 1.36 -0.19 1.00
O 2.02 -0.69 0.47
H 2.15 -0.72 -1.44
H 1.63 0.54 -2.13
O 2.15 -0.26 -2.30
H 0.84 2.60 -1.06
H 0.00 1.54 -0.40
O 0.24 1.89 -1.29
*
```

molar mass: 137.18 g/mol
gap between HOMO and LUMO: 7.53 eV


z:
Entry from OMol25: a cluster of 6 separate species, CH13O5S in total (ωB97M-V with the def2-TZVPD basis set).

Geometry as ORCA input:
```
! RIJCOSX wB97M-V def2-TZVPD def2/J DEFGRID3
* xyz -1 1
C 0.61 -1.09 1.20
S 1.55 -0.27 -0.16
H 0.80 -2.16 1.33
H -0.47 -0.96 1.12
H 0.93 -0.62 2.13
H 0.57 1.39 0.61
H 0.21 2.56 1.58
O -0.19 1.98 0.92
H -1.73 4.61 -0.02
H -0.79 3.39 -0.18
O -1.03 4.25 -0.58
H 1.12 -3.86 -0.03
H 2.20 -2.90 -0.39
O 2.00 -3.85 -0.42
H -1.96 1.31 0.36
H -3.04 0.75 1.26
O -2.80 0.83 0.34
H -0.31 -1.38 -1.18
H -1.77 -1.07 -1.35
O -1.15 -1.79 -1.48
*
```

molar mass: 137.18 g/mol
gap between HOMO and LUMO: 6.99 eV


It turns out y is the most stable, with the second structure 2.1 kcal/mol higher.